Below is C12H17BN6O2Zn as an isolated structure, with properties calculated with ωB97M-V/def2-TZVPD.

Each line ends with the Mulliken charge.
Cartesian coordinates (Å):
H: -0.461642 2.848602 2.052040  0.460
N: -0.030334 1.630344 0.345200  0.337
B: 0.519986 0.820139 -2.028346  0.234
N: 0.437706 1.940091 -0.931416  -0.253
C: 0.641310 3.263347 -1.030652  -0.117
Zn: -0.613537 -0.619090 0.764509  -0.402
H: 1.020203 3.688362 -1.954482  0.433
C: 0.286705 3.845013 0.179550  -1.133
H: 0.304443 4.883680 0.422924  0.394
C: -0.116124 2.781394 1.024146  -0.105
H: 0.906180 1.272281 -3.062211  -0.116
C: -1.928421 -2.096710 1.828995  -1.139
H: -2.305227 -2.290976 2.843237  0.395
H: -0.942268 -2.591191 1.776254  0.186
H: -2.621518 -2.565052 1.118229  0.336
N: -0.908174 0.231604 -2.108880  0.124
N: 1.457454 -0.283897 -1.473574  0.197
N: -1.513570 -0.327521 -0.987082  -0.071
N: 1.074159 -0.981521 -0.327923  -0.067
C: -1.741152 0.167046 -3.154768  -0.074
C: 2.589664 -0.813979 -1.961214  -0.084
H: -1.409499 0.531655 -4.114371  0.447
H: 3.038464 -0.426214 -2.867736  0.444
C: -2.935399 -0.398553 -2.733348  -1.137
C: 2.980010 -1.856994 -1.127310  -1.133
C: -2.754222 -0.683527 -1.369709  0.132
C: 2.011338 -1.920132 -0.109960  -0.044
H: -3.807787 -0.589800 -3.325661  0.394
H: 3.831863 -2.497615 -1.234181  0.408
H: -3.448764 -1.130359 -0.672216  0.444
H: 1.948836 -2.578684 0.746594  0.514
H: -2.005782 -0.936172 1.784060  0.356
C: 1.713145 -0.775579 3.162773  -0.551
O: 0.727070 0.272309 3.400375  -0.361
C: -0.429886 0.280117 2.713285  0.439
O: -1.373499 0.964260 3.080312  -0.579
H: 2.229362 -0.925657 4.117334  0.330
H: 2.406312 -0.423564 2.387683  0.265
H: 1.222581 -1.707467 2.827528  0.098

Atoms 1-3, force components in eV/Å:
0.08 -0.32 -0.34
0.36 0.75 -0.95
-0.10 0.59 1.52

Calculated values
**Relative energy (zero: lowest compared OMol25 entry of this formula, charge and spin)**: 15.6 kcal per mole
**Energy**: -74850.057 eV
**HOMO level**: -7.339 eV
**Charge**: 0



Below is a 2-piece molecular cluster, C4H7NO2 overall, with properties calculated with ωB97M-V/def2-TZVPD.

Each line ends with the Mulliken charge.
Cartesian coordinates (Å):
C: -1.504575 -1.023404 0.017503  -1.326
C: -0.291150 -0.255352 -0.482091  0.689
C: 0.063262 0.765775 0.558964  -0.488
N: 1.170448 0.543779 1.141003  -0.480
C: 1.727659 -0.607443 0.488626  0.520
O: 2.772100 -1.127607 0.737335  -0.491
O: 0.876920 -1.060408 -0.484328  -0.340
H: -1.368216 -1.274727 1.073875  0.330
H: -1.634831 -1.944826 -0.548901  0.341
H: -2.402724 -0.405288 -0.079501  0.373
H: -0.447667 0.133203 -1.498375  0.289
H: -0.607360 1.572700 0.843819  0.524
H: 0.538238 2.414707 -1.107610  0.010
H: 1.107902 2.268891 -0.660317  0.049

Atoms 1-3, force components in eV/Å:
-0.12 -0.15 0.02
-0.12 0.03 0.13
0.02 -0.12 0.20

Calculated values
**Relative energy (zero: lowest compared OMol25 entry of this formula, charge and spin)**: 44.0 kcal per mole
**Energy**: -9845.372 eV
**HOMO level**: -10.816 eV
**Structure (SMILES)**: C[C@H]1C=NC(=O)O1.[H][H]
**Charge**: 0



Below is a 2-piece molecular cluster, C4H8Cl2Si overall, with properties calculated with ωB97M-V/def2-TZVPD.

Each line ends with the Mulliken charge.
Cartesian coordinates (Å):
C: 1.726385 0.881543 0.261190  -0.919
Si: 2.090780 -0.930765 -0.102637  0.637
Cl: 3.364731 -0.894014 -1.753754  -0.251
Cl: 2.926466 -1.477003 1.662326  -0.285
H: 2.412484 1.021670 1.127518  0.317
H: 1.839613 1.610143 -0.520121  0.363
H: 0.757555 1.158910 0.607348  0.210
H: 1.236233 -2.333834 0.132004  -0.050
C: -1.479157 0.185461 0.314383  -0.540
C: -1.976174 -0.315129 -0.792108  -0.281
C: -3.051943 0.376763 -0.136119  -0.684
H: -0.850909 0.497854 0.995128  0.709
H: -1.716506 -1.000015 -1.536157  0.369
H: -3.829634 -0.176719 0.293367  0.240
H: -3.449924 1.395136 -0.552369  0.166

Atoms 1-3, force components in eV/Å:
0.22 -0.35 0.56
-0.91 -1.34 0.24
-0.46 -0.31 0.56

Calculated values
**Relative energy (zero: lowest compared OMol25 entry of this formula, charge and spin)**: 102.6 kcal per mole
**Energy**: -37198.474 eV
**HOMO level**: -9.712 eV
**Structure (SMILES)**: C[SiH](Cl)Cl.C1=CC1
**Charge**: 0



Below is a 2-piece molecular cluster, C5H13N2O2 overall, with properties calculated with ωB97M-V/def2-TZVPD.

Each line ends with the Mulliken charge.
Cartesian coordinates (Å):
C: -0.127177 1.861942 -2.422526  0.112
C: 0.705700 -2.879433 2.053631  -1.093
C: 1.478150 -0.658063 3.154507  -1.132
C: -0.627261 0.700555 -1.472323  -0.178
C: 0.501966 -1.395938 2.265945  0.806
N: -1.067318 2.400581 -1.416908  -0.328
N: -1.455092 -0.158523 -1.967811  -0.331
O: -0.673014 1.730829 -3.675762  -0.547
O: -0.247423 -0.776312 1.522079  -0.603
H: -0.108604 -3.374706 2.485879  0.317
H: 1.565030 -3.085932 2.529906  0.420
H: 0.558076 -2.973667 0.940476  0.278
H: 2.435420 -0.471940 2.812446  0.343
H: 0.937039 0.264548 3.442629  0.298
H: 1.710523 -1.297486 4.056397  0.352
H: -0.175943 0.558057 -0.491886  0.432
H: -2.006456 2.629058 -1.744739  0.284
H: -0.618179 3.052511 -0.804286  0.267
H: -0.236077 2.359399 -4.334664  0.359
H: -2.156679 -0.429205 -1.339309  0.267
H: -1.368823 -0.294225 -2.998521  0.280
H: 0.976141 2.237951 -2.595160  0.399

Atoms 1-3, force components in eV/Å:
1.13 -1.52 -0.23
-2.89 2.64 -2.55
-2.89 -0.85 2.78

Calculated values
**Relative energy (zero: lowest compared OMol25 entry of this formula, charge and spin)**: 64.2 kcal per mole
**Energy**: -12462.275 eV
**HOMO level**: -12.523 eV
**Charge**: +1



Below is a 2-piece molecular cluster, C4H3F2NO overall, with properties calculated with ωB97M-V/def2-TZVPD.

Each line ends with the Mulliken charge.
Cartesian coordinates (Å):
N: 0.011997 -2.145018 0.355138  -0.432
C: 0.694899 -1.179717 0.365708  0.465
C: 1.557149 -0.148732 0.299004  0.103
F: 2.563753 0.073735 1.129072  -0.242
F: 1.700121 0.430394 -0.886709  -0.195
H: -0.974690 -2.151167 0.561902  0.305
C: -1.392627 0.773671 -0.778273  -0.871
C: -0.623447 1.422163 0.109753  0.789
O: -0.051564 2.138065 0.822916  -0.351
H: -2.276962 1.116621 -1.223939  0.340
H: -1.208630 -0.330015 -0.754570  0.090

Atoms 1-3, force components in eV/Å:
-1.42 -2.91 -0.44
3.31 3.74 0.56
-0.94 -2.64 -0.49

Calculated values
**Relative energy (zero: lowest compared OMol25 entry of this formula, charge and spin)**: 69.6 kcal per mole
**Energy**: -13164.986 eV
**HOMO level**: -8.905 eV
**Structure (SMILES)**: N=C=C(F)F.C=C=O
**Charge**: 0



Below is a 2-piece molecular cluster, C4H8O overall, with properties calculated with ωB97M-V/def2-TZVPD.

Each line ends with the Mulliken charge.
Cartesian coordinates (Å):
O: -0.521911 -2.165392 1.475594  -0.275
C: -1.245425 -1.971268 0.555143  -0.140
H: -2.325442 -1.750972 0.626760  0.319
H: -0.793555 -1.845596 -0.476403  0.260
C: 1.614466 0.938639 0.144233  -0.937
C: 0.537275 0.736879 -0.847200  0.378
C: -0.781809 0.761586 -0.398769  -0.808
H: 1.257788 1.686484 0.860547  0.368
H: 2.490126 1.373784 -0.318751  0.347
H: 1.818188 0.001436 0.674330  0.324
H: 0.717302 0.886932 -1.905335  0.372
H: -1.666038 0.654900 -1.024403  0.391
H: -1.100964 0.692585 0.634254  0.400

Atoms 1-3, force components in eV/Å:
-0.02 -0.19 0.29
0.25 0.77 -0.44
-0.04 -0.44 0.13

Calculated values
**Relative energy (zero: lowest compared OMol25 entry of this formula, charge and spin)**: 54.5 kcal per mole
**Energy**: -6313.646 eV
**2S+1**: 2
**HOMO level (alpha / beta)**: -15.053 / -14.455 eV
**<S²>**: 0.757
**Charge**: +1



Below is an isolated ion of composition C7H11Cl2N2 and charge +1, with properties calculated with ωB97M-V/def2-TZVPD.

Each line ends with the Mulliken charge.
Cartesian coordinates (Å):
C: -0.809992 -2.297336 0.871324  -1.673
C: -0.744867 -0.946661 0.126613  0.185
C: 0.444722 -0.910891 -0.819018  -0.331
C: 1.001544 0.464928 -1.101408  0.216
N: 1.727171 0.658952 -2.224956  -0.349
N: 1.062184 1.465851 -0.256183  -0.194
C: 0.358896 1.416336 0.973547  -0.897
C: -0.642966 0.218594 1.127261  -0.419
C: -1.349070 1.510169 0.826246  0.440
Cl: -1.740176 1.874749 -0.815936  -0.161
Cl: -2.219333 2.391691 1.995402  -0.125
H: -0.384665 -2.252976 1.751582  0.539
H: -0.431739 -3.100585 0.252520  0.377
H: -1.904216 -2.500387 1.163388  0.366
H: -1.668781 -0.814053 -0.305801  0.456
H: 0.327322 -1.565732 -1.756283  0.404
H: 1.384662 -1.320248 -0.201883  0.308
H: 1.624170 0.055536 -3.024815  0.258
H: 2.185527 1.528276 -2.207701  0.205
H: 1.763174 2.159963 -0.238860  0.303
H: 0.780535 2.018611 1.719288  0.479
H: -0.764104 -0.054788 2.145673  0.614

Atoms 1-3, force components in eV/Å:
-4.22 0.12 -3.62
2.01 -0.24 1.97
1.51 -0.59 0.39

Calculated values
**Relative energy (zero: lowest compared OMol25 entry of this formula, charge and spin)**: 9.8 kcal per mole
**Energy**: -35454.500 eV
**HOMO level**: -12.682 eV
**Structure (SMILES)**: C[C@@H]1CC(=[NH2+])N[C@@H]2[C@H]1C2(Cl)Cl
**Charge**: +1